# 1
Molecular formula: C27H37F8NO7
Method: DFT, wB97M-V/def2-TZVPD

The SMILES is CCCCN[C@H]1[C@](CCOCC(F)(F)C(F)(F)C(F)(F)C(F)F)(COO)OC(=O)[C@@]1(CCc1ccccc1)OC[C@@H](C)O. The molar mass comes out at 639.58 g mol⁻¹. The value obtained for the total energy is -2430.4891 Eh. For the HOMO-LUMO gap, the calculation gives 7.971 eV.

ORCA input file:
```
! wB97M-V def2-TZVPD RIJCOSX def2/J DEFGRID3
* xyz 0 1
C 0.453 2.075 4.881
C 1.681 1.394 4.030
C 1.640 -0.249 4.058
C 1.864 -0.841 2.512
N 0.744 -0.274 1.669
C 0.726 -0.883 0.286
C -0.463 -1.917 -0.159
C -1.731 -2.213 0.835
C -3.108 -2.682 0.076
O -4.256 -2.246 0.884
C -4.780 -0.939 0.462
C -6.367 -1.150 0.095
F -6.560 -1.510 -1.360
F -6.798 -2.389 0.845
C -7.361 0.051 0.604
F -7.560 -0.151 2.080
F -8.747 -0.032 0.009
C -6.770 1.569 0.423
F -7.968 2.487 0.489
F -5.919 1.981 1.600
C -6.055 1.872 -1.021
F -6.807 2.899 -1.836
F -4.733 2.529 -0.712
C 0.223 -3.439 -0.264
O 1.193 -3.558 -1.366
O 2.314 -3.997 -0.803
O -0.761 -1.645 -1.575
C 0.087 -0.560 -2.091
O 0.138 -0.344 -3.409
C 0.935 0.236 -0.940
C 2.487 0.093 -1.435
C 3.581 0.969 -0.587
C 5.048 0.196 -0.811
C 5.871 -0.520 0.412
C 7.278 -1.286 0.024
C 7.802 -1.317 -1.547
C 6.988 -0.588 -2.774
C 5.581 0.182 -2.397
O 0.436 1.480 -0.351
C -0.320 2.308 -1.299
C 0.544 2.898 -2.560
C -0.273 3.001 -3.979
O 0.907 4.308 -2.197
H 0.937 2.861 5.616
H -0.125 1.269 5.537
H -0.304 2.658 4.169
H 2.720 1.708 4.525
H 1.656 1.859 2.955
H 2.438 -0.684 4.802
H 0.539 -0.586 4.349
H 1.844 -2.030 2.589
H 2.928 -0.487 2.105
H -0.184 -0.300 2.144
H 1.666 -1.617 0.343
H -2.012 -1.337 1.559
H -1.407 -3.123 1.533
H -3.147 -3.868 0.026
H -3.226 -2.299 -1.024
H -4.595 -0.198 1.378
H -4.238 -0.455 -0.454
H -5.927 0.943 -1.721
H -0.603 -4.271 -0.460
H 0.742 -3.759 0.762
H 2.991 -3.253 -0.962
H 2.785 -1.058 -1.442
H 2.566 0.433 -2.574
H 3.324 1.138 0.542
H 3.724 2.033 -1.103
H 5.399 -0.471 1.487
H 7.848 -1.828 0.919
H 8.791 -1.901 -1.802
H 7.306 -0.603 -3.906
H 4.924 0.699 -3.249
H -0.691 3.260 -0.680
H -1.331 1.802 -1.683
H 1.560 2.358 -2.769
H -0.544 1.946 -4.459
H 0.413 3.541 -4.781
H -1.271 3.586 -3.800
H 1.321 4.234 -1.276
*
```

---

# 2
Molecular formula: C2H2BrClO2S
Method: DFT, wB97M-V/def2-TZVPD

The molar mass comes out at 205.46 g mol⁻¹. The value obtained for the total energy is -3660.1652 Eh. For the HOMO-LUMO gap, the calculation gives 9.490 eV.

ORCA input file:
```
! wB97M-V def2-TZVPD RIJCOSX def2/J DEFGRID3
* xyz 0 1
C 2.356 1.108 0.080
C 2.762 -0.007 -0.143
O -1.075 -1.224 1.174
O -2.835 -0.783 -0.301
S -1.792 -0.078 0.768
Cl -0.778 1.095 -0.730
Br 3.174 -1.740 -0.384
H 1.972 2.132 -0.073
H -3.784 -0.504 -0.392
*
```

---

# 3
Molecular formula: C2H8O3Sn
Method: DFT, wB97M-V/def2-TZVPD

The molar mass comes out at 198.79 g mol⁻¹. The value obtained for the total energy is -520.3169 Eh. For the HOMO-LUMO gap, the calculation gives 7.974 eV.

ORCA input file:
```
! wB97M-V def2-TZVPD RIJCOSX def2/J DEFGRID3
* xyz 2 1
Sn 0.237 -1.362 1.526
O 3.030 -0.967 2.186
H 3.640 -1.245 1.489
H 3.588 -0.520 2.838
C -1.412 0.934 -0.314
C -0.875 0.297 -1.588
O 0.268 -0.520 -1.185
O -1.801 -0.064 0.608
H -2.186 1.607 -0.689
H -0.653 1.605 0.099
H -0.666 1.009 -2.382
H -1.606 -0.446 -1.907
H 0.921 -0.592 -1.892
H -2.484 0.265 1.209
*
```

---

# 4
Molecular formula: C6H7NO2S3
Method: DFT, wB97M-V/def2-TZVPD

As for the expectation value of S²: 2.023. The molar mass comes out at 221.33 g mol⁻¹. The value obtained for the total energy is -1632.4219 Eh. For the HOMO-LUMO gap (alpha / beta), the calculation gives 5.094 / 6.600 eV.

ORCA input file:
```
! wB97M-V def2-TZVPD RIJCOSX def2/J DEFGRID3
* xyz 0 3
C -2.979 -1.353 -0.038
C -2.719 -2.604 0.367
C -1.952 -0.473 0.235
C -0.901 -1.044 0.829
C 0.246 -0.212 1.079
C -0.139 1.305 -0.056
N 2.419 1.466 -1.000
O 0.881 -0.210 -1.942
O 0.361 2.261 -2.378
S -1.141 -2.708 1.115
S -1.874 1.142 -0.373
S 0.868 1.173 -1.548
H -3.740 -1.036 -0.677
H -3.322 -3.494 0.071
H 0.695 0.028 2.097
H 0.984 -0.650 0.411
H 0.118 2.141 0.606
H 2.989 0.625 -0.941
H 2.784 2.318 -1.300
*
```

---

# 5
Molecular formula: C8H7N2O5Pb
Method: DFT, wB97M-V/def2-TZVPD

The molar mass comes out at 418.35 g mol⁻¹. The value obtained for the total energy is -987.0693 Eh. For the HOMO-LUMO gap (alpha / beta), the calculation gives 4.765 / 4.765 eV.

ORCA input file:
```
! wB97M-V def2-TZVPD RIJCOSX def2/J DEFGRID3
* xyz 1 1
O 1.134 1.367 -5.507
C 0.667 1.219 -4.407
Pb 0.377 0.529 -2.235
O -1.847 2.418 -4.749
C -1.458 1.895 -3.789
C -1.877 -0.020 -1.316
O -2.778 -0.072 -0.629
C 1.941 -1.391 -1.136
O 1.742 -2.376 -0.488
C -0.695 -1.542 -3.385
O -1.324 -2.455 -3.795
H 2.414 -0.775 -1.961
C 0.726 1.203 3.641
N 0.103 0.167 2.797
C -0.531 -1.054 3.321
C 0.342 0.213 1.501
N 0.528 0.434 0.373
H 0.626 0.927 4.722
H 0.260 2.205 3.432
H 1.804 1.318 3.331
H -1.571 -1.116 2.952
H -0.008 -1.928 2.898
H -0.576 -1.166 4.424
*
```

---

# 6
Molecular formula: C27H22N6O3PdS3
Method: DFT, wB97M-V/def2-TZVPD

The molar mass comes out at 681.13 g mol⁻¹. The value obtained for the total energy is -2918.8227 Eh. For the HOMO-LUMO gap, the calculation gives 5.515 eV.

ORCA input file:
```
! wB97M-V def2-TZVPD RIJCOSX def2/J DEFGRID3
* xyz -2 1
Pd 0.099 -0.055 -0.609
C -1.868 2.769 2.643
O -2.035 4.150 2.297
C -3.117 4.575 1.601
C -3.484 5.903 1.834
C -4.535 6.496 1.158
C -5.245 5.766 0.212
C -4.867 4.463 -0.052
C -3.814 3.843 0.623
N -3.518 2.496 0.346
C -2.267 2.035 -0.100
N -1.376 3.008 -0.402
C 0.038 2.953 -0.511
C 0.802 1.794 -0.597
C 2.198 1.961 -0.596
C 2.797 3.205 -0.543
C 2.017 4.360 -0.494
C 0.644 4.219 -0.471
O -0.223 5.317 -0.411
C 0.156 6.362 0.460
N -1.993 0.785 -0.150
C -2.943 -0.194 0.189
C -2.600 -1.134 1.164
C -3.461 -2.165 1.491
C -4.686 -2.287 0.845
C -5.028 -1.375 -0.141
C -4.158 -0.347 -0.474
O -4.549 0.554 -1.454
C -3.786 0.425 -2.661
H -1.273 2.780 3.553
H -1.322 2.228 1.870
H -2.832 2.294 2.826
H -2.913 6.446 2.575
H -4.797 7.525 1.367
H -6.068 6.212 -0.330
H -5.383 3.884 -0.807
H -4.281 1.973 -0.075
H -1.718 3.958 -0.355
H 2.820 1.073 -0.614
H 3.878 3.285 -0.532
H 2.468 5.341 -0.462
H -0.733 6.969 0.632
H 0.935 6.991 0.017
H 0.518 5.959 1.409
H -1.620 -1.044 1.625
H -3.153 -2.900 2.222
H -5.349 -3.110 1.078
H -5.954 -1.455 -0.694
H -4.156 1.199 -3.332
H -3.933 -0.569 -3.087
H -2.719 0.563 -2.470
S 1.396 -1.211 -2.154
C 0.094 -2.166 -1.455
C -1.127 -2.255 -2.222
N -2.117 -2.312 -2.817
C 0.297 -3.172 -0.466
S 1.670 -3.573 0.339
C -0.900 -3.931 -0.087
N -1.808 -4.568 0.232
S 2.617 -0.032 3.570
C 1.381 -0.250 2.474
N 0.493 -0.408 1.734
*
```

---

# 7
Molecular formula: C5H8O2
Method: DFT, wB97M-V/def2-TZVPD

The molar mass comes out at 100.12 g mol⁻¹. The value obtained for the total energy is -345.6057 Eh. For the HOMO-LUMO gap, the calculation gives 9.438 eV.

ORCA input file:
```
! wB97M-V def2-TZVPD RIJCOSX def2/J DEFGRID3
* xyz 0 1
C -0.289 2.094 0.157
C -0.049 0.696 -0.393
O -0.377 0.723 -1.767
C 2.180 -1.828 0.221
O 1.181 -2.340 -0.454
C -0.864 -0.308 0.334
C -1.527 -1.144 0.900
H 0.343 2.800 -0.388
H -0.048 2.140 1.223
H -1.336 2.371 0.013
H -0.099 -0.115 -2.162
H 1.733 -1.443 1.182
H 1.013 0.436 -0.258
H 0.304 -2.249 -0.019
H -2.165 -1.833 1.412
*
```

---

# 8
Molecular formula: C3H5B
Method: DFT, wB97M-V/def2-TZVPD

The molar mass comes out at 51.88 g mol⁻¹. The value obtained for the total energy is -141.9747 Eh. For the HOMO-LUMO gap, the calculation gives 8.826 eV.

ORCA input file:
```
! wB97M-V def2-TZVPD RIJCOSX def2/J DEFGRID3
* xyz 0 1
B 1.824 0.873 -1.274
C -1.326 -0.123 0.711
C 0.942 0.133 -0.384
C -0.556 -0.275 -0.314
H -2.374 -0.016 0.801
H -0.814 0.344 1.585
H 1.679 -0.744 -0.483
H 1.355 0.625 0.554
H -0.730 -0.818 -1.196
*
```